Record 1
{
  "formula": "C19H21AuNSi",
  "method": "ωB97M-V/def2-TZVPD",
  "elements": ["Au", "C", "C", "C", "C", "C", "C", "C", "C", "C", "C", "C", "C", "C", "C", "C", "N", "H", "H", "H", "H", "H", "H", "H", "H", "H", "H", "C", "Si", "C", "C", "C", "H", "H", "H", "H", "H", "H", "H", "H", "H", "H", "H"],
  "positions_angstrom": [[0.569, 0.593, 0.659], [-0.241, 4.716, -0.505], [-0.988, 4.735, -1.636], [-1.383, 3.524, -2.117], [-0.864, 2.305, -1.591], [-0.008, 2.312, -0.464], [0.326, 3.579, 0.035], [-1.264, 0.993, -2.210], [-1.891, 0.911, -3.518], [-2.230, -0.349, -4.020], [-1.889, -1.502, -3.287], [-2.163, -2.820, -3.807], [-1.940, -3.882, -3.030], [-1.225, -3.754, -1.824], [-0.859, -2.502, -1.346], [-1.245, -1.328, -2.029], [-1.094, -0.072, -1.491], [-0.020, 5.666, -0.040], [-1.515, 5.660, -1.882], [-2.179, 3.402, -2.853], [1.024, 3.685, 0.890], [-2.098, 1.783, -4.119], [-2.766, -0.400, -4.996], [-2.650, -3.036, -4.757], [-2.298, -4.863, -3.316], [-0.894, -4.592, -1.189], [-0.325, -2.340, -0.443], [1.901, 1.061, 4.033], [1.790, -0.749, 3.307], [3.272, -1.135, 2.259], [2.038, -1.908, 4.783], [0.431, -0.970, 2.152], [2.903, 1.125, 4.540], [1.200, 1.241, 4.891], [1.841, 1.890, 3.414], [4.224, -0.873, 2.692], [3.212, -0.770, 1.252], [3.204, -2.239, 2.183], [3.082, -1.894, 4.953], [1.721, -2.928, 4.593], [1.523, -1.601, 5.723], [-0.628, -0.769, 2.542], [0.395, -1.904, 1.570]],
  "atomic_forces_ev_per_a": [[-0.9, 0.5, 0.4], [1.9, 1.0, 1.2], [-1.9, 0.5, 0.1], [-0.3, -2.4, -0.7], [-0.3, 0.6, 0.0], [1.0, -0.8, -0.1], [0.0, -0.1, 0.3], [-0.9, 0.8, -0.5], [0.1, -1.7, 0.0], [0.0, 2.1, -0.1], [0.1, -0.8, -0.9], [-0.6, 1.5, 0.0], [0.6, -1.7, 1.1], [0.9, 1.0, 1.4], [-0.7, -0.4, -0.6], [-1.2, 0.6, -1.0], [0.9, -1.7, -0.1], [0.1, 0.2, 0.2], [0.3, -0.2, -0.4], [0.3, 0.5, -0.1], [-0.7, -0.1, -0.5], [0.1, 0.1, 0.1], [0.5, -0.2, 0.8], [0.0, 0.7, 0.0], [0.2, -0.1, -0.2], [-0.5, 0.2, -0.7], [0.4, -0.2, 0.7], [0.6, -2.1, 2.7], [-0.1, 1.4, -0.1], [0.2, -1.0, 0.2], [-1.5, 0.5, 0.6], [-2.0, 0.5, -0.5], [-0.5, -0.1, -0.4], [0.3, -0.3, -0.7], [-0.3, 1.3, -1.6], [0.5, 0.0, 0.2], [-0.1, 0.4, -0.4], [0.3, 0.2, 0.0], [1.3, -0.2, 0.5], [0.0, -0.2, -0.2], [0.3, 0.0, -0.6], [1.3, -0.3, -0.4], [0.2, 0.0, 0.4]],
  "lowdin_charge": [0.69, -0.16, -0.15, -0.08, -0.20, -0.26, -0.17, -0.24, 0.00, -0.03, -0.16, -0.06, -0.13, -0.08, 0.00, -0.20, 0.12, 0.09, 0.10, 0.09, 0.08, 0.08, 0.12, 0.11, 0.10, 0.10, 0.07, -0.20, 0.31, -0.23, -0.21, -0.47, 0.02, 0.02, -0.04, 0.01, -0.01, 0.03, -0.01, 0.01, 0.03, -0.02, -0.06],
  "lumo_ev": 2.8602,
  "max_force_ev_per_a": 3.50,
  "total_charge": -1
}

---

Record 2
{
  "formula": "C6H12O",
  "method": "ωB97M-V/def2-TZVPD",
  "elements": ["C", "C", "C", "C", "C", "C", "O", "H", "H", "H", "H", "H", "H", "H", "H", "H", "H", "H", "H"],
  "positions_angstrom": [[-1.186, 1.744, 0.507], [0.297, 1.450, 0.709], [0.904, 0.442, -0.256], [0.189, -0.163, -1.447], [0.609, -1.024, -0.285], [-0.448, -1.695, 0.567], [1.780, -1.789, -0.428], [-1.361, 2.158, -0.492], [-1.545, 2.471, 1.243], [-1.800, 0.843, 0.609], [0.851, 2.392, 0.602], [0.479, 1.114, 1.739], [1.960, 0.615, -0.451], [0.734, -0.246, -2.382], [-0.877, 0.026, -1.554], [-1.435, -1.246, 0.433], [-0.198, -1.677, 1.633], [-0.532, -2.747, 0.267], [1.553, -2.575, -0.942]],
  "atomic_forces_ev_per_a": [[-0.1, 0.0, 0.0], [0.0, 0.0, 0.0], [0.1, 0.0, 0.1], [-0.1, 0.0, -0.2], [-0.2, 0.2, 0.1], [0.0, 0.0, 0.0], [0.0, -0.2, -0.2], [0.0, 0.0, 0.1], [0.1, -0.1, -0.1], [0.1, 0.2, 0.0], [-0.1, -0.2, 0.0], [0.0, 0.0, -0.1], [-0.1, 0.0, 0.0], [0.0, 0.0, 0.2], [0.2, 0.0, 0.0], [0.2, 0.0, 0.0], [0.0, 0.0, -0.1], [0.0, 0.1, 0.0], [0.1, 0.1, 0.1]],
  "lowdin_charge": [-0.11, -0.21, -0.21, -0.04, -0.53, -0.01, 0.00, 0.08, 0.07, 0.06, 0.11, 0.11, 0.14, 0.11, 0.10, 0.07, 0.09, 0.08, 0.10],
  "lumo_ev": 0.9758,
  "smiles": "CC[C@@H]1C[C@@]1(C)O",
  "max_force_ev_per_a": 0.32,
  "de_lowest_kcal_mol": 25.98
}

---

Number 1: frontier orbital gap 6.90 eV. Number 2: frontier orbital gap 10.53 eV.